1.
A cluster of 2 separate species, C27H31FN2O6 in total at a distorted geometry. Source: OMol25; level of theory: ωB97M-V with the def2-TZVPD basis set.

- Structure (SMILES): C=Cc1c(F)c(OC[C@@H](C)O)c(C)c2c1C(=O)N(CCC(=O)Nc1ccccc1)C2=O.C1CCOC1
- F_max: 2.213 eV/Å
- E_HOMO: -8.58 eV
- E_LUMO: -0.305 eV

Last column: Mulliken charge in e.
Geometry (Å):
C 1.547 3.589 2.406  -0.799
C 1.145 2.343 2.126  -0.696
C -0.128 2.176 1.355  0.859
C -1.310 2.754 1.771  0.578
F -1.341 3.468 2.895  -0.456
C -2.477 2.610 1.048  0.987
O -3.605 3.206 1.582  -0.608
C -4.420 2.188 2.218  -0.766
C -3.855 1.699 3.552  0.393
C -5.030 1.210 4.460  -1.257
O -2.978 0.571 3.376  -0.534
C -2.517 1.901 -0.141  0.224
C -3.779 1.721 -0.966  -1.886
C -1.339 1.325 -0.541  0.610
C -0.159 1.440 0.202  0.403
C 0.928 0.652 -0.505  -0.381
O 2.109 0.666 -0.258  -0.592
N 0.264 -0.119 -1.498  0.387
C -0.165 -1.492 -1.074  -0.895
C 0.960 -2.322 -0.442  -0.709
C 0.470 -3.114 0.778  0.026
O -0.552 -2.858 1.365  -0.489
N 1.276 -4.238 1.259  -0.314
C 2.557 -3.847 1.728  0.734
C 3.542 -4.819 1.850  -0.485
C 4.791 -4.479 2.291  -0.463
C 5.122 -3.180 2.620  -0.555
C 4.139 -2.220 2.524  -0.702
C 2.877 -2.556 2.091  -0.226
C -1.008 0.499 -1.767  -0.328
O -1.668 0.370 -2.773  -0.572
H 2.606 3.848 2.378  0.282
H 0.854 4.387 2.667  0.205
H 1.703 1.480 2.482  0.301
H -4.621 1.347 1.546  0.302
H -5.363 2.696 2.446  0.416
H -3.336 2.528 4.043  0.254
H -5.026 1.763 5.403  0.293
H -4.844 0.163 4.718  0.326
H -5.996 1.231 3.946  0.362
H -2.233 0.739 3.961  0.326
H -3.836 0.679 -1.289  0.393
H -3.718 2.370 -1.844  0.345
H -4.664 1.987 -0.389  0.439
H -1.066 -1.406 -0.448  0.609
H -0.489 -2.004 -1.986  0.400
H 1.251 -3.085 -1.178  0.420
H 1.870 -1.762 -0.221  0.556
H 1.335 -4.943 0.532  0.341
H 3.372 -5.861 1.593  0.333
H 5.563 -5.239 2.384  0.348
H 6.115 -2.908 2.961  0.382
H 4.383 -1.197 2.792  0.353
H 2.164 -1.737 2.030  0.421
C 1.403 1.059 -6.418  -0.636
C 0.989 1.228 -4.961  -0.511
C 0.920 -0.214 -4.488  0.613
O 1.892 -0.944 -5.255  -0.455
C 2.349 -0.130 -6.338  -0.508
H 1.870 1.945 -6.848  0.363
H 0.531 0.804 -7.025  0.274
H 1.767 1.766 -4.413  0.310
H 0.048 1.763 -4.830  0.322
H -0.064 -0.651 -4.686  0.039
H 1.138 -0.318 -3.428  -0.275
H 3.372 0.191 -6.114  0.280
H 2.365 -0.720 -7.256  0.293

2.
A structure of composition C27H31N3O8PS2SeTl. Source: OMol25; level of theory: ωB97M-V with the def2-TZVPD basis set.

- F_max: 0.822 eV/Å
- E_HOMO: -2.60 eV
- Charge: -2
- Energy relative to the best compared isomer or geometry (same formula, charge and spin): 98.3 kJ/mol
- E_LUMO: 3.927 eV

Last column: Mulliken charge in e.
Geometry (Å):
Tl 0.253 -0.983 -0.179  1.201
C 1.992 0.114 2.712  -1.153
N 0.565 0.351 2.494  1.036
C 0.224 1.748 2.710  -1.419
C -0.245 -0.524 3.331  -1.797
C -0.969 -1.694 2.674  1.591
C -1.738 -2.462 3.555  -0.820
C -2.367 -3.621 3.139  -0.799
C -2.209 -4.044 1.823  -1.115
C -1.469 -3.273 0.943  -0.849
C -0.881 -2.070 1.341  0.518
H 2.270 0.277 3.768  0.385
H 2.574 0.792 2.087  0.101
H 2.246 -0.906 2.419  0.399
H 0.240 2.018 3.780  0.400
H -0.771 1.956 2.310  0.286
H 0.945 2.386 2.198  0.345
H -0.997 0.073 3.856  0.516
H 0.397 -0.956 4.107  0.373
H -1.819 -2.147 4.594  0.367
H -2.950 -4.208 3.842  0.348
H -2.644 -4.981 1.491  0.470
H -1.313 -3.618 -0.069  1.109
O -1.951 1.632 -2.913  -0.694
S -1.001 1.078 -1.991  1.107
O -0.341 -0.175 -2.429  -0.633
O -1.507 0.910 -0.601  -0.694
O 0.172 2.150 -1.889  -0.470
C -3.713 -3.512 -1.703  -1.463
P -2.920 -1.841 -1.531  1.326
C -4.183 -1.076 -0.437  -1.546
C -3.437 -1.223 -3.191  0.015
C -4.548 -0.426 -3.447  -0.262
C -4.848 -0.019 -4.744  -0.588
C -4.037 -0.405 -5.803  -0.438
C -2.915 -1.189 -5.557  -0.620
C -2.615 -1.586 -4.261  -0.620
H -4.716 -3.426 -2.128  0.511
H -3.770 -3.984 -0.718  0.447
H -3.098 -4.140 -2.352  0.348
H -5.204 -1.333 -0.735  0.430
H -4.043 0.008 -0.439  0.345
H -3.996 -1.440 0.576  0.356
H -5.173 -0.086 -2.631  0.249
H -5.708 0.618 -4.923  0.349
H -4.266 -0.078 -6.811  0.344
H -2.258 -1.468 -6.374  0.367
H -1.708 -2.149 -4.058  0.353
O 3.129 -4.169 -1.184  -0.770
Se 1.886 -3.551 -0.330  1.056
O 1.278 -4.611 0.752  -0.715
O 0.659 -2.979 -1.351  -0.698
O 2.321 -2.107 0.429  -0.601
S 4.391 4.307 -0.906  -0.269
C 3.258 2.922 -0.887  0.321
C 1.957 3.161 -0.613  -1.537
C 0.990 2.036 -0.622  0.528
N 1.606 0.746 -0.506  0.158
C 2.885 0.571 -0.840  -0.247
C 3.766 1.602 -1.072  -1.143
C 4.859 4.325 0.809  0.378
C 5.460 3.233 1.425  -0.149
C 5.827 3.336 2.757  -0.402
N 5.649 4.433 3.503  -0.650
C 5.061 5.468 2.902  -0.312
C 4.652 5.464 1.575  -0.238
H 1.576 4.161 -0.440  0.476
H 0.241 2.146 0.152  0.315
H 3.219 -0.462 -0.845  0.534
H 4.795 1.416 -1.333  0.525
H 5.620 2.315 0.875  0.348
H 6.297 2.494 3.255  0.369
H 4.898 6.347 3.519  0.337
H 4.171 6.331 1.140  0.373

3.
A structure of composition C27H31N5Ni2O2 at a distorted geometry. Source: OMol25; level of theory: ωB97M-V with the def2-TZVPD basis set.

- F_max: 3.467 eV/Å
- ⟨S²⟩: 6.01
- E_HOMO (spin up / spin down): -14.24 / -14.24 eV
- Spin multiplicity: 5
- Charge: +2
- Energy relative to the best compared isomer or geometry (same formula, charge and spin): 183.0 kJ/mol
- E_LUMO (spin up / spin down): -6.104 / -6.904 eV

Last column: Löwdin spin population.
Geometry (Å):
Ni 1.883 -0.339 -0.143  1.760
Ni 0.297 1.493 -2.410  1.755
O 0.309 0.897 -0.508  0.152
H -0.423 0.691 0.106  0.004
C 3.131 -1.807 -3.955  0.002
C 2.799 -0.415 -3.585  0.011
O 1.770 -0.053 -2.687  0.119
H 2.379 -2.256 -4.605  0.000
H 3.307 -2.416 -3.068  0.000
H 4.067 -1.914 -4.503  0.000
H 2.680 -0.044 -4.603  0.003
H 3.694 0.011 -3.132  0.004
N -2.386 1.143 2.390  0.000
C -3.019 1.359 3.556  0.000
C -4.362 1.189 3.657  0.000
C -5.145 0.595 2.617  0.000
C -4.526 0.556 1.385  0.000
C -3.156 0.799 1.344  0.000
H -2.319 1.681 4.312  0.000
H -4.775 1.431 4.625  0.000
H -6.125 0.205 2.851  0.000
H -5.081 0.165 0.545  0.000
H -2.577 0.586 0.457  0.000
N 3.287 1.467 -0.084  0.035
C 2.847 2.749 0.114  0.001
C 3.711 3.770 0.543  0.001
C 5.093 3.518 0.449  -0.002
C 5.554 2.213 0.197  0.001
C 4.648 1.284 -0.118  0.004
H 1.775 2.877 0.067  0.000
H 3.193 4.697 0.743  0.000
H 5.783 4.295 0.741  0.000
H 6.608 1.977 0.221  0.000
H 4.970 0.253 -0.118  0.001
N 0.399 -2.097 -0.331  0.029
C 0.642 -3.179 -1.086  0.002
C -0.228 -4.264 -1.352  0.001
C -1.525 -4.117 -0.914  -0.001
C -1.808 -3.029 -0.052  0.001
C -0.858 -2.126 0.285  0.001
H 1.613 -3.165 -1.558  0.000
H 0.066 -5.116 -1.948  0.000
H -2.327 -4.797 -1.160  0.000
H -2.693 -2.905 0.555  0.000
H -0.980 -1.332 1.008  0.000
N 1.517 -0.023 1.854  0.053
C 1.749 -1.112 2.717  0.004
C 1.513 -1.126 4.084  0.002
C 1.076 0.050 4.707  -0.003
C 1.004 1.211 3.947  0.003
C 1.075 1.111 2.520  0.003
H 2.000 -2.037 2.219  0.001
H 1.656 -2.055 4.616  0.000
H 0.859 0.050 5.765  0.000
H 0.763 2.149 4.425  0.000
H 0.661 1.993 2.054  0.000
N -1.772 0.977 -2.535  0.043
C -2.927 1.703 -2.605  0.006
C -4.229 1.194 -2.749  0.002
C -4.377 -0.169 -2.733  -0.001
C -3.225 -1.004 -2.714  0.001
C -1.989 -0.419 -2.553  0.001
H -2.774 2.760 -2.447  0.001
H -5.071 1.870 -2.722  0.000
H -5.340 -0.576 -3.002  0.000
H -3.251 -2.055 -2.962  0.000
H -1.113 -1.022 -2.742  -0.001

4.
A cluster of 6 separate species, C27H31N5O4S in total at a distorted geometry. Source: OMol25; level of theory: ωB97M-V with the def2-TZVPD basis set.

- F_max: 3.165 eV/Å
- E_HOMO: -9.40 eV
- E_LUMO: 0.496 eV

Last column: Mulliken charge in e.
Geometry (Å):
C -2.500 2.167 0.565  -0.915
C -3.230 0.844 1.038  -0.248
O -4.024 0.376 -0.078  -0.182
S -5.672 0.508 0.162  0.666
O -6.200 0.935 -1.172  -0.545
O -6.049 1.791 1.196  -0.194
O -5.639 3.020 0.657  -0.356
H -3.231 2.819 0.008  0.311
H -1.673 1.867 -0.137  0.258
H -2.065 2.714 1.443  0.309
H -2.402 0.072 1.196  0.114
H -3.775 0.937 2.009  0.448
H -5.321 3.539 1.414  0.329
N -0.606 -1.747 1.016  -0.387
C 0.320 -2.479 1.648  -0.342
C 1.456 -2.984 1.035  -0.701
C 1.646 -2.721 -0.314  -0.010
C 0.703 -1.967 -0.993  -0.381
C -0.397 -1.505 -0.286  -0.348
H 0.127 -2.662 2.699  0.349
H 2.172 -3.568 1.597  0.543
H 2.522 -3.099 -0.830  0.401
H 0.819 -1.742 -2.045  0.487
H -1.161 -0.907 -0.773  0.365
N 1.873 -2.496 -4.157  -0.268
C 2.065 -1.731 -5.240  -0.117
C 2.846 -2.106 -6.320  -0.603
C 3.470 -3.343 -6.281  -0.085
C 3.289 -4.153 -5.171  -0.703
C 2.485 -3.687 -4.144  -0.063
H 1.559 -0.772 -5.223  0.370
H 2.964 -1.447 -7.170  0.354
H 4.091 -3.672 -7.106  0.368
H 3.760 -5.125 -5.104  0.344
H 2.310 -4.286 -3.257  0.364
N -6.119 -2.873 -0.530  -0.332
C -6.112 -4.203 -0.382  -0.253
C -5.903 -5.094 -1.421  -0.427
C -5.692 -4.582 -2.692  -0.136
C -5.695 -3.208 -2.873  -0.832
C -5.910 -2.402 -1.766  0.167
H -6.285 -4.556 0.629  0.363
H -5.906 -6.162 -1.242  0.353
H -5.526 -5.247 -3.532  0.374
H -5.534 -2.771 -3.850  0.357
H -5.919 -1.321 -1.857  0.408
N 3.505 2.286 2.619  -0.322
C 4.425 1.457 3.128  -0.194
C 4.378 0.078 2.997  -0.885
C 3.316 -0.478 2.302  0.262
C 2.349 0.358 1.766  0.228
C 2.490 1.723 1.950  -0.707
H 5.235 1.939 3.666  0.365
H 5.152 -0.543 3.428  0.367
H 3.242 -1.550 2.178  0.292
H 1.505 -0.041 1.217  0.068
H 1.761 2.419 1.546  0.427
N 3.810 8.078 3.900  -0.566
C 4.730 7.249 4.408  -0.268
C 4.685 5.871 4.273  -0.397
C 3.625 5.312 3.575  0.447
C 2.658 6.151 3.042  -0.418
C 2.797 7.517 3.229  -0.280
H 5.539 7.732 4.947  0.344
H 5.461 5.250 4.703  0.342
H 3.552 4.233 3.448  0.224
H 1.815 5.753 2.491  0.358
H 2.068 8.212 2.827  0.339

5.
A structure of composition C27H31N5OW. Source: OMol25; level of theory: ωB97M-V with the def2-TZVPD basis set.

- F_max: 0.595 eV/Å
- E_HOMO (spin up / spin down): -14.70 / -14.69 eV
- Charge: +2
- Energy relative to the best compared isomer or geometry (same formula, charge and spin): 0.0 kJ/mol
- E_LUMO (spin up / spin down): -7.860 / -7.851 eV

Last column: Mulliken charge in e.
Geometry (Å):
W 2.658 -0.010 0.224  0.913
C 3.291 0.073 2.481  -0.438
C 4.422 -0.343 1.764  -0.496
C 4.767 0.676 0.840  -0.475
C 3.849 1.759 0.997  -0.721
C 2.931 1.366 2.020  -0.214
H 2.790 -0.490 3.252  0.538
H 4.912 -1.297 1.871  0.437
H 5.614 0.666 0.172  0.631
H 3.926 2.728 0.536  0.680
H 2.132 1.972 2.413  0.487
C -3.442 3.496 1.040  -1.651
C -2.549 3.794 -0.171  1.907
C -2.198 5.283 -0.184  -1.990
C -3.297 3.440 -1.468  -1.512
C -1.297 2.928 -0.120  0.431
C -0.033 3.431 -0.407  -0.995
C 1.064 2.597 -0.371  -0.602
N 0.966 1.296 -0.070  -0.110
C -0.261 0.772 0.165  0.170
C -1.384 1.557 0.161  -0.196
C -0.273 -0.700 0.372  -0.076
C -1.407 -1.466 0.284  -0.168
C -1.336 -2.852 0.465  0.407
C -0.075 -3.393 0.728  -0.773
C 1.032 -2.584 0.756  -0.840
N 0.946 -1.254 0.557  -0.041
C -2.546 -3.763 0.344  1.948
C -3.849 -2.970 0.264  -2.034
C -2.365 -4.583 -0.947  -1.510
C -2.603 -4.708 1.554  -1.620
H -4.310 4.154 1.010  0.472
H -2.921 3.676 1.983  0.379
H -3.821 2.473 1.041  0.378
H -3.117 5.866 -0.126  0.427
H -1.691 5.581 -1.104  0.403
H -1.576 5.568 0.668  0.460
H -4.190 4.061 -1.546  0.435
H -3.613 2.395 -1.479  0.361
H -2.680 3.623 -2.350  0.382
H 0.120 4.470 -0.656  0.444
H 2.053 2.962 -0.600  0.536
H -2.345 1.109 0.370  0.376
H -2.356 -0.995 0.074  0.492
H 0.061 -4.452 0.892  0.437
H 2.020 -2.985 0.918  0.570
H -3.907 -2.356 -0.638  0.409
H -3.997 -2.330 1.138  0.476
H -4.688 -3.664 0.227  0.417
H -2.348 -3.941 -1.830  0.374
H -3.199 -5.279 -1.049  0.436
H -1.443 -5.166 -0.926  0.384
H -2.633 -4.161 2.498  0.385
H -1.761 -5.400 1.582  0.352
H -3.509 -5.311 1.491  0.471
N 5.192 -1.810 -2.051  -0.271
C 4.111 -1.330 -1.505  0.046
O 3.540 -1.839 -0.483  -0.668
C 3.442 -0.064 -1.897  0.940
C 4.150 0.942 -2.648  -0.131
N 4.778 1.728 -3.202  -0.381
C 2.079 -0.347 -2.301  -0.025
N 0.963 -0.572 -2.471  -0.408
H 5.635 -2.632 -1.664  0.307
H 5.576 -1.394 -2.889  0.247

6.
A structure of composition C27H32As2Br2N7O11PtS2. Source: OMol25; level of theory: ωB97M-V with the def2-TZVPD basis set.

- F_max: 0.641 eV/Å
- ⟨S²⟩: 6.02
- E_HOMO (spin up / spin down): -15.16 / -16.35 eV
- Spin multiplicity: 5
- Charge: +3
- Energy relative to the best compared isomer or geometry (same formula, charge and spin): 18.2 kJ/mol
- E_LUMO (spin up / spin down): -8.007 / -10.840 eV

Last column: Löwdin spin population.
Geometry (Å):
Pt 0.426 0.461 -0.212  1.347
N -1.860 -1.920 0.119  0.001
N -1.556 -2.796 -0.920  0.000
C -0.545 -2.580 -1.778  0.007
N -0.323 -3.506 -2.696  0.002
N 0.138 -1.421 -1.646  0.071
N 1.268 -1.246 -2.365  0.002
O 1.588 -1.907 -3.323  0.004
O 1.970 -0.304 -1.938  0.079
H -1.811 -2.415 1.002  0.000
H -2.798 -1.556 -0.008  0.000
H -2.124 -3.621 -1.057  0.000
H -0.843 -4.369 -2.703  0.000
H 0.420 -3.370 -3.364  0.000
Br -5.179 3.488 2.173  -0.002
C -3.676 2.596 1.538  -0.004
C -2.945 1.759 2.368  0.004
C -1.835 1.125 1.847  0.005
N -1.444 1.285 0.578  0.105
C -2.148 2.093 -0.231  0.010
C -3.269 2.767 0.221  0.004
C -1.632 2.244 -1.617  0.009
C -2.333 2.920 -2.600  0.003
C -1.764 3.058 -3.860  -0.003
Br -2.681 3.956 -5.206  -0.001
C -0.507 2.520 -4.095  0.005
C 0.119 1.844 -3.067  0.006
N -0.430 1.698 -1.857  0.088
H -3.227 1.607 3.400  0.001
H -1.228 0.471 2.457  0.001
H -3.825 3.428 -0.426  0.001
H -3.313 3.331 -2.410  0.001
H -0.026 2.613 -5.058  0.001
H 1.098 1.408 -3.209  0.001
C 3.957 4.927 -1.317  0.020
O 3.424 3.904 -0.420  0.050
C 2.147 3.786 -0.262  0.078
S 0.979 4.730 -0.999  0.711
S 1.529 2.636 0.829  0.389
H 4.984 4.636 -1.497  0.001
H 3.902 5.888 -0.811  0.002
H 3.393 4.931 -2.248  0.011
C 4.839 -4.305 -1.004  0.000
O 4.788 -2.994 -0.375  0.002
C 3.605 -2.468 -0.236  0.007
O 2.551 -2.993 -0.528  0.013
C 3.594 -1.140 0.479  0.079
C 4.478 -0.148 0.376  0.063
As 4.414 1.452 1.455  0.466
C 6.248 1.814 1.956  0.093
C 3.427 0.952 3.039  0.056
C 2.416 0.082 2.999  0.056
As 1.866 -0.899 1.382  0.048
C 1.492 -2.630 2.168  0.018
C 1.370 -0.126 4.064  0.004
O 0.210 -0.210 3.713  0.010
O 1.831 -0.245 5.275  0.001
C 0.887 -0.483 6.358  0.000
C 3.750 2.031 4.047  0.003
O 3.993 3.127 3.585  0.021
O 3.800 1.686 5.300  0.001
C 4.177 2.743 6.232  0.000
C 5.489 0.168 -0.711  0.004
O 5.552 1.342 -1.021  0.021
O 6.184 -0.816 -1.192  0.001
C 7.150 -0.531 -2.250  0.001
H 5.894 -4.541 -1.077  0.000
H 4.376 -4.255 -1.986  0.000
H 4.321 -5.027 -0.378  0.000
H 6.812 2.029 1.053  0.000
H 6.624 0.917 2.451  0.019
H 6.256 2.666 2.628  0.000
H 2.413 -3.027 2.591  0.002
H 1.127 -3.299 1.395  0.001
H 0.748 -2.496 2.948  0.000
H 0.739 0.458 6.879  0.000
H 1.363 -1.208 7.010  0.000
H -0.052 -0.859 5.966  0.000
H 4.240 2.255 7.197  0.000
H 3.413 3.517 6.228  0.000
H 5.135 3.163 5.940  0.000
H 6.892 -1.177 -3.082  0.000
H 8.128 -0.790 -1.855  0.000
H 7.105 0.514 -2.534  0.000